{
  "formula": "C3H10O3",
  "method": "ωB97M-V/def2-TZVPD",
  "symbols": ["O", "O", "O", "C", "C", "C", "H", "H", "H", "H", "H", "H", "H", "H", "H", "H"],
  "xyz": [[3.4756, -1.7019, -1.9064], [-4.4612, 2.8744, 4.2214], [-1.2043, 3.1409, -0.3537], [1.5575, -1.5272, -0.6501], [0.1145, -1.9979, -1.0431], [2.4884, -2.3022, -1.4663], [1.5987, -0.5180, -1.0021], [-1.3369, 4.1504, -0.2930], [-2.1252, 2.7975, -0.3388], [-3.8295, 3.1283, 4.8976], [0.1040, -2.3879, -2.0624], [-5.0677, 2.2378, 4.7196], [-0.6091, -1.0984, -1.0511], [-0.3307, -2.6740, -0.3518], [1.7070, -1.7097, 0.3751], [2.4458, -3.4699, -1.6264]],
  "forces_ev_per_a": [[-1.53, -1.59, 0.09], [-1.39, -1.44, 1.07], [-1.25, 2.10, 0.14], [-3.17, -1.15, -1.80], [-0.89, 2.35, -0.17], [4.01, -0.14, -0.80], [0.67, 0.71, 0.50], [0.35, -2.43, -0.14], [0.90, 0.32, 0.01], [0.19, 0.12, 0.05], [-0.10, -0.17, 0.14], [1.20, 1.31, -1.14], [1.18, -1.25, -0.01], [-0.13, -0.87, 0.38], [0.42, 0.22, 1.35], [-0.45, 1.90, 0.31]],
  "mulliken_charge": [-0.4919, -0.6506, -0.6506, -0.1149, -1.0578, -0.0432, 0.1853, 0.3259, 0.3245, 0.3214, 0.3509, 0.3293, 0.2459, 0.2940, 0.3097, 0.3220],
  "smiles": "CCC=O.O.O",
  "spin_multiplicity": 1,
  "charge": 0,
  "gap_ev": 10.4,
  "e_homo_ev": -9.69,
  "lumo_energy_ha": 0.028
}